# C33H63N10O7S

A 5-piece molecular cluster, C33H63N10O7S overall at a distorted geometry (ωB97M-V/def2-TZVPD, the OMol25 dataset).

Calculated values
* total charge: +1
* maximum force: 12.22 eV/A
* orbital gap: 0.19447 Eh
* energy: -2766.47029 hartree
* lowest unoccupied orbital energy: -4.8 eV
* molar mass: 744.00 g/mol

Last column: Mulliken charge in e.
CARTESIAN COORDINATES (ANGSTROEM)
1 N 6.12452 -0.19755 -1.13180  -0.536
2 C 5.24041 -1.28069 -1.70842  -0.430
3 C 4.09387 -1.86070 -0.68932  0.246
4 O 4.41892 -1.56947 0.74702  -0.469
5 C 2.54796 -1.44031 -1.08881  -0.766
6 C 1.88861 -2.33391 -2.29398  -0.055
7 C 0.70666 -3.46418 -2.17992  0.303
8 C -0.13833 -4.00791 -0.85318  -0.301
9 C -1.74656 -3.80126 -1.26346  -0.229
10 C -2.61286 -3.01173 -0.11450  0.187
11 O -2.11306 -2.06080 0.69348  -0.594
12 N -4.07908 -3.40510 0.03109  -0.272
13 C -5.01118 -2.38795 -0.58883  -0.007
14 C -5.14371 -0.80322 -0.12824  0.164
15 C -6.23456 0.21611 -0.84520  -0.341
16 C -7.24511 -0.31419 -2.06559  -0.239
17 C -7.10088 -1.87782 -2.57176  -0.487
18 C -5.99981 -2.87534 -1.83308  -0.259
19 N 0.40643 -4.00846 -3.55925  0.761
20 N -0.47630 -4.97454 -4.01718  -1.119
21 C -1.50411 -4.37304 -4.75332  0.289
22 S -3.09390 -3.75520 -5.06939  0.054
23 C 1.26684 -3.33806 -4.60737  0.078
24 N 2.10645 -2.36300 -3.79045  0.447
25 N 2.98886 -1.56281 -4.49940  -1.051
26 C 2.14616 -0.75637 -5.27367  0.746
27 O 1.24462 -0.06994 -6.02814  -0.397
28 H 7.03857 -0.55702 -0.77934  0.288
29 H 5.63251 0.41109 -0.44182  0.121
30 H 5.95138 -2.20389 -1.96603  0.318
31 H 4.83789 -0.88939 -2.73798  0.149
32 H 4.12635 -3.05141 -0.76090  0.299
33 H 4.11589 -0.62580 0.91585  0.327
34 H 1.90138 -1.58533 -0.09840  0.310
35 H 2.48528 -0.27685 -1.33061  0.350
36 H 0.06819 -5.16974 -0.67438  0.323
37 H 0.13267 -3.39698 0.10728  0.316
38 H -2.25296 -4.82655 -1.59810  0.338
39 H -1.78181 -3.10991 -2.23552  0.120
40 H -4.29272 -3.57486 1.03822  0.359
41 H -4.44650 -0.37146 0.73466  0.340
42 H -6.36506 1.34621 -0.52861  0.101
43 H -8.04660 0.41685 -2.54752  0.203
44 H -7.78206 -2.26105 -3.44622  0.297
45 H -5.94033 -3.97462 -2.23500  0.349
46 H 1.30614 -3.47785 -5.76851  0.415
47 C 5.22916 3.65672 1.78362  -1.457
48 C 6.07886 2.64814 2.55289  0.274
49 C 7.10711 3.30339 3.50286  -0.727
50 O 8.25784 3.84100 2.84414  -0.381
51 C 8.06382 5.13121 2.28493  -0.632
52 N 6.73176 1.74412 1.59309  -0.443
53 H 5.77320 4.12689 0.96049  0.315
54 H 4.35543 3.16071 1.34382  0.308
55 H 4.86234 4.44669 2.44747  0.377
56 H 5.39389 2.05447 3.17034  0.336
57 H 7.48995 2.52491 4.17208  0.343
58 H 6.63873 4.05914 4.14450  0.430
59 H 7.38701 5.74594 2.88565  0.296
60 H 7.69484 5.04226 1.26182  0.221
61 H 9.03533 5.63011 2.24011  0.261
62 H 7.21842 1.01288 2.11279  0.236
63 H 7.49004 2.26988 1.14888  0.278
64 C 5.90766 -5.93963 3.55486  -1.450
65 C 5.76822 -4.60929 2.81883  0.274
66 C 5.81950 -4.74594 1.28006  0.388
67 O 7.13246 -4.95446 0.75113  -0.419
68 C 7.58176 -6.29966 0.81105  -0.691
69 N 6.79787 -3.68117 3.31194  -0.710
70 H 6.93575 -6.31039 3.56646  0.271
71 H 5.59854 -5.82938 4.60135  0.366
72 H 5.27175 -6.70687 3.10070  0.334
73 H 4.78499 -4.19881 3.07894  0.395
74 H 5.47639 -3.79975 0.84713  -0.660
75 H 5.12910 -5.51823 0.92068  0.496
76 H 6.76721 -7.01563 0.66712  0.322
77 H 8.08876 -6.48127 1.76014  0.231
78 H 8.31576 -6.44700 0.01462  0.269
79 H 6.64003 -2.76507 2.89066  0.221
80 H 7.69200 -3.97991 2.91191  0.336
81 C -5.87084 3.01196 2.32785  -1.446
82 C -5.02114 2.00338 3.09712  0.117
83 C -3.99289 2.65863 4.04709  -0.698
84 O -2.84216 3.19623 3.38837  -0.386
85 C -3.03618 4.48645 2.82916  -0.625
86 N -4.36824 1.09936 2.13732  -0.498
87 H -5.32680 3.48213 1.50472  0.269
88 H -6.74457 2.51595 1.88804  0.308
89 H -6.23766 3.80192 2.99169  0.403
90 H -5.70611 1.40971 3.71456  0.349
91 H -3.61005 1.88015 4.71630  0.365
92 H -4.46127 3.41438 4.68873  0.416
93 H -3.71299 5.10118 3.42988  0.298
94 H -3.40516 4.39750 1.80605  0.218
95 H -2.06467 4.98535 2.78433  0.259
96 H -3.88158 0.36812 2.65701  0.264
97 H -3.60996 1.62512 1.69311  0.273
98 C -8.48320 3.46491 -3.37018  -1.490
99 C -8.55578 4.16093 -2.01325  0.201
100 C -8.05362 5.62250 -2.04066  -0.674
101 O -6.62967 5.75488 -2.08485  -0.374
102 C -6.06798 5.61603 -3.38109  -0.661
103 N -7.82005 3.35689 -1.02483  -0.464
104 H -7.46610 3.16893 -3.63940  0.313
105 H -9.08775 2.54988 -3.36095  0.307
106 H -8.87321 4.11161 -4.16327  0.385
107 H -9.61196 4.18261 -1.71848  0.404
108 H -8.36325 6.10173 -1.10530  0.352
109 H -8.52193 6.19456 -2.85041  0.430
110 H -6.72212 6.01604 -4.16142  0.308
111 H -5.83506 4.56789 -3.57596  0.229
112 H -5.12594 6.16998 -3.40272  0.259
113 H -7.95324 3.77230 -0.10215  0.193
114 H -6.82140 3.49080 -1.20788  0.339